C17H26BN3NbO6 | wB97M-V/def2-TZVPD

The calculation puts the HOMO energy at -4.161 eV. The net charge is -1. As for the lowest unoccupied orbital energy: 0.048 Ha.

Geometry as XYZ:
```
54
Properties=species:S:1:pos:R:3:forces:R:3:nbo_charge:R:1
C -2.55932 0.42605 -0.00278 -1.0215 -0.3316 -0.2327 -0.617
C -1.65987 -0.66674 -0.74476 -0.2779 0.0908 0.5522 -0.867
B -0.04479 -0.32473 -0.71153 -2.3931 -2.3180 -0.3255 0.566
O 0.81364 -1.49010 -0.99885 -0.6760 1.5860 -0.8300 -1.006
Nb 0.83529 1.76862 -0.30084 2.4204 0.8412 0.9218 1.704
C 2.67720 0.96981 0.77724 2.0367 -0.1315 0.1878 -0.985
C 3.72225 2.17941 1.12933 -1.0752 -0.2281 -0.1167 -0.503
C 4.04260 3.12222 -0.10121 -0.9280 3.5526 0.6001 0.699
N 4.55572 2.68176 -1.40472 0.2187 0.1403 0.4021 -0.922
O 3.83992 4.35907 0.03798 1.0267 -3.5551 -0.0469 -0.578
H -2.40933 0.43711 1.12446 0.0113 -0.0207 -1.4477 0.206
H -3.66518 0.16547 -0.19182 1.4691 0.3532 0.4369 0.177
H -2.42039 1.48166 -0.39229 0.1376 -1.3125 0.4360 0.229
H -2.04774 -0.77306 -1.81854 0.7820 0.2045 1.3563 0.241
H -1.88186 -1.68346 -0.25043 0.4250 1.2156 -0.6879 0.200
H 0.91490 -1.46900 -1.97938 0.1134 -0.1872 0.9445 0.488
H -0.16167 1.80778 1.21827 -0.3271 -0.1920 0.4021 -0.423
H 1.24404 3.53473 0.03788 -1.0103 0.3661 0.1398 -0.417
H 1.84325 1.75852 -1.85127 0.1365 -0.1100 -0.4414 -0.480
H -0.54971 2.42759 -1.32670 0.2121 -0.2584 -0.4705 -0.374
H 3.29234 0.21919 0.17229 -0.9442 0.6826 0.7922 0.219
H 2.42598 0.50855 1.80181 0.2089 0.4795 -1.5004 0.225
H 4.65170 1.75432 1.62575 -0.8016 0.5870 -0.8371 0.202
H 3.17809 2.82730 1.89963 1.0660 -0.5877 -1.2236 0.234
H 3.80775 2.72722 -2.12077 0.1635 -0.4106 0.9067 0.410
H 5.21158 3.42758 -1.69773 -0.5768 -0.4283 0.3856 0.366
C -8.81917 0.83212 -3.35771 0.0111 -0.0045 0.0043 -0.188
C -7.91587 1.69187 -3.97423 0.0258 -0.2159 0.1486 -0.215
C -6.54856 1.49379 -3.81842 0.0210 0.0678 -0.0647 -0.207
C -6.09736 0.42756 -3.04573 -0.8390 0.1567 -0.0697 0.097
C -6.99505 -0.43212 -2.41981 -0.0172 -0.0913 0.0568 -0.208
C -8.36082 -0.22527 -2.57849 0.1189 0.1914 -0.1503 -0.215
N -4.65779 0.20022 -2.89931 0.7277 -0.0904 0.0843 0.509
O -3.90114 0.98453 -3.44608 -0.3734 -0.2504 0.1245 -0.360
O -4.29938 -0.76179 -2.24230 -0.5564 0.2125 -0.4981 -0.359
H -9.88599 0.98637 -3.48593 0.1039 -0.0082 0.0222 0.213
H -8.27812 2.51568 -4.57943 0.0822 -0.0654 0.0603 0.218
H -5.85434 2.17002 -4.30340 0.0922 -0.2034 0.1536 0.251
H -6.64962 -1.26101 -1.81292 0.1771 0.1694 -0.1180 0.251
H -9.06901 -0.89093 -2.09751 0.1079 0.0444 -0.0236 0.218
C 5.64685 -1.53283 2.48101 0.0010 -0.0159 0.0128 -0.172
C 6.09092 -1.71573 3.78699 -0.1895 -0.1351 -0.1224 -0.217
C 5.49529 -2.67530 4.59690 0.0844 0.0157 0.1086 -0.215
C 4.45696 -3.45016 4.08602 0.3418 0.5607 -0.4781 0.075
C 4.00226 -3.26722 2.78238 -0.0571 -0.0619 -0.0562 -0.203
C 4.60239 -2.30318 1.98059 0.1131 -0.0079 0.1365 -0.199
N 3.84380 -4.47929 4.92792 -0.2078 -0.2772 0.2151 0.516
O 4.25549 -4.59907 6.07206 -0.1239 0.0274 -0.3434 -0.391
O 2.95942 -5.16249 4.43901 0.3068 0.2172 0.1844 -0.376
H 6.11786 -0.78631 1.84935 -0.0933 -0.0553 0.0530 0.225
H 6.90459 -1.11118 4.17258 -0.0964 -0.0721 0.0072 0.218
H 5.84981 -2.80860 5.61221 -0.1849 -0.1354 -0.1024 0.241
H 3.19136 -3.86314 2.38008 0.0806 0.0048 0.2128 0.252
H 4.25881 -2.15343 0.96312 -0.0531 -0.0051 0.1382 0.242
```
Positions in Å, forces in eV/Å.